one.
Formula: C3H5N2O2S2
Source: the OMol25 dataset
Level of theory: ωB97M-V/def2-TZVPD

Kohn-Sham gap = 6.21 eV
molar mass = 165.22 g/mol
HOMO level = -13.371 eV
LUMO level = -7.16 eV

```
! wB97M-V def2-TZVPD RIJCOSX def2/J DEFGRID3
* xyz 1 1
C 1.09 -0.46 -0.07
C -2.40 -0.60 -0.15
C 0.25 0.44 -0.94
N 1.04 -1.70 -0.32
N 1.81 0.15 0.90
O -2.09 1.78 -0.73
O -1.04 0.95 1.36
S -3.78 -1.17 0.10
S -1.26 0.85 -0.04
H 0.74 1.39 -1.14
H -0.02 -0.05 -1.86
H 1.60 -2.33 0.23
H 1.69 1.13 1.12
H 2.36 -0.40 1.54
*
```

=====

two.
Formula: C3H5N2O2S2
Source: the OMol25 dataset
Level of theory: ωB97M-V/def2-TZVPD

Kohn-Sham gap = 8.45 eV
molar mass = 165.22 g/mol
SMILES = [NH2+]=C1CS(=O)(=O)C(=S)N1
HOMO level = -13.984 eV
LUMO level = -5.53 eV

```
! wB97M-V def2-TZVPD RIJCOSX def2/J DEFGRID3
* xyz 1 1
N 2.12 -0.59 -0.06
C 0.83 -0.41 0.04
C 0.39 1.24 0.27
S -1.47 1.01 -0.06
O -1.86 1.25 -1.43
O -2.21 1.64 1.02
C -1.52 -0.78 0.04
S -2.75 -1.79 0.08
N -0.18 -1.25 -0.14
H 2.58 0.31 0.04
H 2.64 -1.39 -0.26
H 0.38 1.28 1.33
H 1.10 1.73 -0.46
H -0.05 -2.24 -0.41
*
```

=====

Name the most stable of them. two.

=====

one.
Formula: CH3N3O3
Source: the OMol25 dataset
Level of theory: ωB97M-V/def2-TZVPD

Kohn-Sham gap = 11.05 eV
molar mass = 105.05 g/mol
SMILES = NC(=O)N[N+](=O)[O-]
HOMO level = -10.651 eV
LUMO level = 0.40 eV

```
! wB97M-V def2-TZVPD RIJCOSX def2/J DEFGRID3
* xyz 0 1
N 1.16 0.90 0.05
C 1.20 -0.33 0.08
O 1.88 -1.28 0.02
N -0.47 -0.89 -0.29
N -1.51 -0.13 0.00
O -1.32 1.14 0.02
O -2.60 -0.57 0.16
H 0.31 1.55 0.01
H 2.00 1.47 0.16
H -0.65 -1.85 -0.21
*
```

=====

two.
Formula: CH3N3O3
Source: the OMol25 dataset
Level of theory: ωB97M-V/def2-TZVPD

Kohn-Sham gap = 8.31 eV
molar mass = 105.05 g/mol
HOMO level = -8.956 eV
LUMO level = -0.64 eV

```
! wB97M-V def2-TZVPD RIJCOSX def2/J DEFGRID3
* xyz 0 1
C -0.78 0.24 1.84
N 1.51 -0.25 -0.28
N 0.20 0.09 -0.14
N -0.69 -0.03 -1.10
O -0.06 0.16 2.73
O -1.86 0.13 -0.77
O -0.28 -0.27 -2.22
H -1.77 0.34 1.42
H 2.09 0.56 -0.50
H 1.63 -0.98 -0.99
*
```

=====

Name the most stable of them. one.

=====

one.
Formula: C2H3ClO2S
Source: the OMol25 dataset
Level of theory: ωB97M-V/def2-TZVPD

Kohn-Sham gap (alpha / beta) = 7.44 / 7.44 eV
molar mass = 126.56 g/mol
HOMO level (alpha / beta) = -8.213 / -8.213 eV
LUMO level (alpha / beta) = -0.77 / -0.77 eV

```
! wB97M-V def2-TZVPD RIJCOSX def2/J DEFGRID3
* xyz 0 1
C 1.09 0.23 -0.27
C -0.75 -1.23 -0.14
O 2.08 -0.24 -0.67
O -0.11 0.07 0.03
S 1.17 2.81 0.47
Cl -0.72 2.93 1.11
H -0.01 -2.01 -0.26
H -1.39 -1.17 -1.02
H -1.36 -1.39 0.75
*
```

=====

two.
Formula: C2H3ClO2S
Source: the OMol25 dataset
Level of theory: ωB97M-V/def2-TZVPD

Kohn-Sham gap = 9.02 eV
molar mass = 126.56 g/mol
HOMO level = -8.811 eV
LUMO level = 0.21 eV

```
! wB97M-V def2-TZVPD RIJCOSX def2/J DEFGRID3
* xyz 0 1
C 1.09 0.30 0.03
C -0.71 -0.57 -0.06
O -0.46 0.89 2.19
O -1.47 0.37 -0.74
S 0.16 -0.21 1.52
Cl -0.55 -2.24 -0.59
H 1.88 -0.37 -0.26
H 1.05 1.33 -0.46
H -1.00 0.50 -1.64
*
```

=====

Name the most stable of them. one.

=====

one.
Formula: C3H9N2
Source: the OMol25 dataset
Level of theory: ωB97M-V/def2-TZVPD

Kohn-Sham gap = 11.31 eV
molar mass = 73.12 g/mol
SMILES = CC/[NH+]=C/N
HOMO level = -15.349 eV
LUMO level = -4.04 eV

```
! wB97M-V def2-TZVPD RIJCOSX def2/J DEFGRID3
* xyz 1 1
C 1.60 0.83 0.13
C 1.13 -0.38 -0.70
N -0.38 -0.40 -0.60
C -1.02 -0.34 0.52
N -2.36 -0.26 0.56
H 0.99 1.75 -0.19
H 1.59 0.65 1.21
H 2.68 0.91 -0.04
H 1.43 -0.25 -1.76
H 1.55 -1.32 -0.29
H -0.84 -0.44 -1.51
H -0.56 0.03 1.46
H -2.95 -0.34 -0.25
H -2.85 -0.42 1.44
*
```

=====

two.
Formula: C3H9N2
Source: the OMol25 dataset
Level of theory: ωB97M-V/def2-TZVPD

Kohn-Sham gap = 8.25 eV
molar mass = 73.12 g/mol
HOMO level = -14.220 eV
LUMO level = -5.97 eV

```
! wB97M-V def2-TZVPD RIJCOSX def2/J DEFGRID3
* xyz 1 1
C -2.34 -1.29 0.72
N -1.66 -0.34 1.30
H -2.25 -2.20 -0.03
H -3.34 -1.00 0.71
H -2.57 0.33 1.60
H 0.36 0.63 0.43
C 2.34 0.39 0.12
C 0.25 0.67 -1.31
N 1.00 0.81 -0.22
H 2.63 -0.48 -0.60
H 2.53 -0.22 1.09
H 3.01 1.13 -0.02
H -0.67 1.23 -1.42
H 0.71 0.34 -2.36
*
```

=====

three.
Formula: C3H9N2
Source: the OMol25 dataset
Level of theory: ωB97M-V/def2-TZVPD

Kohn-Sham gap = 8.87 eV
molar mass = 73.12 g/mol
HOMO level = -12.503 eV
LUMO level = -3.63 eV

```
! wB97M-V def2-TZVPD RIJCOSX def2/J DEFGRID3
* xyz 1 1
C 2.58 0.30 -0.31
C -0.36 -1.67 0.37
C 0.27 -0.35 0.15
N 1.42 -0.03 -0.18
N -0.53 0.86 0.72
H 3.30 0.69 -0.99
H -1.89 1.84 -2.15
H -0.61 -1.83 1.51
H -1.13 -2.08 -0.37
H 0.43 -2.37 0.14
H -1.41 1.53 -1.61
H -1.10 1.29 -0.03
H 0.17 1.41 1.33
H -1.14 0.41 1.42
*
```

=====

Name the most stable of them. one.

=====

one.
Formula: C3H9N2
Source: the OMol25 dataset
Level of theory: ωB97M-V/def2-TZVPD

Kohn-Sham gap = 9.40 eV
molar mass = 73.12 g/mol
SMILES = C/[NH+]=C\CN
HOMO level = -14.145 eV
LUMO level = -4.75 eV

```
! wB97M-V def2-TZVPD RIJCOSX def2/J DEFGRID3
* xyz 1 1
C 1.42 1.15 0.29
N 1.51 -0.26 0.17
C 0.59 -1.15 0.10
C -0.94 -0.87 -0.27
N -1.90 0.59 -0.18
H 0.41 1.52 0.68
H 2.27 1.48 0.77
H 1.48 1.46 -0.75
H 2.45 -0.75 0.39
H 0.74 -2.20 0.09
H -0.77 -1.04 -1.31
H -1.55 -1.76 -0.09
H -1.95 0.81 0.75
H -2.78 0.41 -0.66
*
```

=====

two.
Formula: C3H9N2
Source: the OMol25 dataset
Level of theory: ωB97M-V/def2-TZVPD

Kohn-Sham gap = 9.80 eV
molar mass = 73.12 g/mol
HOMO level = -13.729 eV
LUMO level = -3.92 eV

```
! wB97M-V def2-TZVPD RIJCOSX def2/J DEFGRID3
* xyz 1 1
C 1.15 0.27 0.07
C -1.72 0.70 -0.09
C -1.08 -0.62 -0.08
N 2.43 0.19 0.03
N 0.43 -0.78 -0.09
H 0.58 1.13 0.15
H -1.76 1.27 -1.20
H -2.74 0.65 0.30
H -1.25 1.49 0.61
H -1.66 -1.32 -0.72
H -1.17 -1.38 1.53
H 3.12 0.95 -0.05
H 2.85 -0.78 -0.18
H 0.83 -1.76 -0.29
*
```

=====

three.
Formula: C3H9N2
Source: the OMol25 dataset
Level of theory: ωB97M-V/def2-TZVPD

Kohn-Sham gap = 4.59 eV
molar mass = 73.12 g/mol
HOMO level = -12.498 eV
LUMO level = -7.91 eV

```
! wB97M-V def2-TZVPD RIJCOSX def2/J DEFGRID3
* xyz 1 1
C -2.51 -1.63 0.34
N -1.29 -1.47 0.91
H -2.81 -2.50 -0.25
H -3.34 -1.03 0.75
H -0.01 0.51 0.19
H -1.39 -0.87 -0.04
C 2.22 1.22 0.28
C 0.24 0.42 -0.83
N 0.94 1.55 -0.29
H 3.06 0.83 -0.36
H 2.08 0.64 1.21
H 2.61 2.16 0.60
H -0.54 0.70 -1.51
H 0.75 -0.53 -1.00
*
```

=====

Name the most stable of them. one.

=====

one.
Formula: C3H9N2
Source: the OMol25 dataset
Level of theory: ωB97M-V/def2-TZVPD

Kohn-Sham gap = 4.51 eV
molar mass = 73.12 g/mol
HOMO level = -12.622 eV
LUMO level = -8.11 eV

```
! wB97M-V def2-TZVPD RIJCOSX def2/J DEFGRID3
* xyz 1 1
C 1.00 -1.29 1.57
C -0.23 -0.84 0.79
C -0.17 -0.59 -0.53
N 0.56 2.49 -2.82
N -1.25 -0.29 1.51
H 1.61 -0.47 1.95
H 0.71 -1.92 2.41
H 1.64 -1.84 0.88
H -0.91 -0.81 -1.30
H 1.10 1.81 -2.32
H 1.03 2.71 -3.69
H -0.38 2.20 -3.01
H -2.07 -0.23 0.93
H -1.39 -0.64 2.45
*
```

=====

two.
Formula: C3H9N2
Source: the OMol25 dataset
Level of theory: ωB97M-V/def2-TZVPD

Kohn-Sham gap = 10.25 eV
molar mass = 73.12 g/mol
SMILES = C[C@H](N)C=[NH2+]
HOMO level = -14.910 eV
LUMO level = -4.66 eV

```
! wB97M-V def2-TZVPD RIJCOSX def2/J DEFGRID3
* xyz 1 1
C -0.60 -0.12 -1.46
C -0.41 0.23 -0.01
N 0.54 1.29 0.39
C -0.02 -1.04 0.84
N 0.76 -0.83 1.80
H 0.26 -0.48 -2.05
H -1.12 -1.09 -1.69
H -1.16 0.73 -1.86
H -1.50 0.54 0.25
H 0.12 2.22 0.59
H 1.32 1.48 -0.23
H -0.36 -2.08 0.53
H 1.17 -1.55 2.36
H 1.09 0.19 1.97
*
```

=====

three.
Formula: C3H9N2
Source: the OMol25 dataset
Level of theory: ωB97M-V/def2-TZVPD

Kohn-Sham gap = 10.95 eV
molar mass = 73.12 g/mol
HOMO level = -16.280 eV
LUMO level = -5.33 eV

```
! wB97M-V def2-TZVPD RIJCOSX def2/J DEFGRID3
* xyz 1 1
C 1.84 -0.23 0.00
C -2.21 0.49 0.00
C 0.53 0.43 -0.44
N -0.49 -1.33 0.62
N -0.52 -0.21 0.20
H 2.15 -1.14 -0.50
H 2.61 0.57 -0.07
H 1.89 -0.46 1.08
H -2.05 1.52 0.15
H -2.73 -0.15 0.70
H -2.57 0.10 -1.04
H 0.41 0.54 -1.47
H 0.56 1.50 -0.07
H 0.56 -1.63 0.85
*
```

=====

Name the most stable of them. two.